Record 1
C4H10O2 | wB97M-V/def2-TZVPD

XYZ file:
```
16
Properties=species:S:1:pos:R:3:forces:R:3:lowdin_charge:R:1
O -0.627 -0.139 1.896 0.494 -0.594 -0.129 -0.055
O 0.117 2.173 -2.268 -0.439 -6.062 2.351 -0.064
C 0.006 0.986 -1.691 0.460 7.320 -1.732 -0.215
C -1.155 0.121 -1.900 -1.247 1.090 -0.911 -0.070
C 1.177 -1.856 2.145 -1.875 -3.468 -0.024 -0.101
C 0.474 -0.799 1.281 0.989 -1.052 0.651 -0.344
H -0.452 0.793 1.861 -0.013 0.610 0.116 0.074
H 0.509 -2.843 2.194 1.216 1.803 -0.564 0.108
H 1.218 -1.724 3.207 0.487 1.085 0.551 0.050
H -0.936 -0.891 -1.803 0.815 -2.081 -0.655 0.046
H 2.155 -2.206 1.740 -0.702 0.591 0.230 0.080
H -1.772 0.163 -1.010 -0.400 0.791 0.398 0.087
H 0.111 -1.362 0.428 -0.062 0.273 -0.484 0.092
H 0.695 0.869 -0.829 -0.180 -0.640 -0.624 0.095
H 1.312 -0.165 0.992 -0.497 0.698 -0.266 0.098
H -1.777 0.387 -2.808 0.955 -0.363 1.092 0.118
```
Forces are in eV/Å.

E   -8403.0567 eV
HOMO   -0.3677 hartree
Multiplicity   1
ΔE to the lowest compared entry with this formula, charge and spin   57.4 kcal per mole
SMILES string   CC=O.CCO
Total charge   0
Orbital gap   10.595 eV

Record 2
H3NO2 | wB97M-V/def2-TZVPD

XYZ file:
```
6
Properties=species:S:1:pos:R:3:forces:R:3:lowdin_charge:R:1
O -0.309 0.548 -0.341 9.603 8.455 -3.670 -0.233
O -1.195 -0.500 0.084 -9.340 -8.299 2.516 -0.064
N 1.004 0.295 0.109 0.676 0.533 1.313 -0.034
H -1.841 -0.068 -0.531 -0.297 -1.082 1.064 0.087
H 0.896 0.176 1.203 0.537 -0.700 -3.126 0.130
H 1.445 -0.451 -0.525 -1.179 1.093 1.904 0.113
```
Forces are in eV/Å.

E   -5624.4523 eV
HOMO (spin up / spin down)   -0.2009 / -0.3699 hartree
Multiplicity   3
ΔE to the lowest compared entry with this formula, charge and spin   130.5 kcal per mole
Total charge   0
Orbital gap (spin up / spin down)   6.623 / 8.761 eV